{"formula": "C12H12F3N2O5OsS", "method": "ωB97M-V with the def2-TZVPD basis set", "species": ["O", "H", "F", "C", "N", "C", "O", "C", "H", "C", "Os", "S", "C", "O", "H", "C", "C", "C", "H", "C", "H", "F", "H", "H", "H", "H", "H", "H", "H", "C", "C", "O", "F", "C", "O", "N"], "coordinates": [[-1.883010, 1.314314, -0.547489], [5.308457, 1.555046, -0.334835], [4.341550, 3.776826, 0.910538], [-2.010666, -2.534991, -0.919656], [1.718242, 0.286208, -0.460153], [-0.555695, -2.952908, -0.871238], [-4.056117, 1.745124, -0.356154], [-3.372716, -0.515216, -0.650569], [-2.826264, 0.506488, 1.811603], [4.288964, 1.192225, -0.368054], [-0.385333, -0.110246, -0.359215], [0.374863, 2.245293, -0.198746], [3.548265, 3.553422, -0.141561], [0.274738, -1.896721, -0.689887], [-2.112955, -0.435375, 3.125996], [3.247341, 2.091014, -0.277342], [1.960212, 1.586463, -0.323488], [-3.159022, 0.966075, -0.494053], [-2.642324, -3.338621, -0.541627], [-2.265361, -1.547787, 1.299605], [4.832742, -0.900412, -0.558148], [4.182340, 4.010902, -1.223861], [-0.594075, 1.107783, 1.985172], [-2.261506, -2.352287, -1.964311], [-3.195304, -2.055096, 1.565162], [-1.433694, -2.210312, 1.547736], [-4.289139, -0.822936, -0.147839], [-3.480069, -0.707913, -1.717936], [2.459791, -1.649464, -0.642218], [-2.084452, -0.253366, 2.052870], [2.729667, -0.609474, -0.534457], [-0.751534, 0.203201, 1.663174], [2.426898, 4.274413, 0.021671], [4.030228, -0.182359, -0.492682], [-0.168017, -4.066173, -1.009270], [-2.197057, -1.273127, -0.158755]], "forces_ev_per_a": [[0.0, -0.7, 0.0], [0.0, 0.0, 0.0], [0.0, 0.0, 0.1], [0.0, 0.0, 0.1], [0.6, -1.6, 0.1], [0.2, 0.0, 0.2], [-0.1, 0.0, 0.0], [-0.2, -0.3, -0.1], [0.0, 0.0, 0.0], [0.0, -0.6, 0.0], [0.1, 2.7, 0.2], [-0.4, -0.1, -0.1], [-0.1, 0.2, 0.0], [-0.1, -0.3, -0.3], [0.2, 0.1, 0.0], [0.1, -0.1, -0.1], [-0.4, 0.0, 0.2], [0.1, 0.4, 0.1], [0.0, 0.0, 0.0], [0.0, 0.1, 0.1], [0.0, 0.0, 0.0], [0.0, 0.0, -0.1], [0.1, 0.2, -0.3], [0.0, 0.0, 0.0], [-0.1, 0.1, -0.1], [0.0, 0.0, 0.0], [0.0, -0.1, 0.0], [-0.1, 0.0, 0.0], [0.0, 0.1, 0.0], [-0.1, -0.3, 0.2], [-0.3, 0.1, -0.1], [-0.2, -0.2, 0.1], [0.1, -0.1, 0.0], [0.2, 0.5, 0.0], [0.0, 0.0, -0.1], [0.2, -0.1, -0.3]], "mulliken_charge": [-0.720, 0.480, -0.239, -0.459, -0.439, 0.454, -0.566, -0.292, 0.363, -0.433, 1.219, -0.228, 0.597, -0.555, 0.492, 0.073, 1.074, 0.351, 0.390, -0.618, 0.457, -0.232, 0.432, 0.370, 0.427, 0.352, 0.300, 0.367, 0.451, -0.530, -0.083, -0.509, -0.255, -0.835, -0.536, -0.119], "charge": 1, "homo_lumo_gap_ev": [7.361, 7.359], "multiplicity": 1, "e_lumo_ev": [-5.043, -5.044], "e_homo_ev": [-12.40, -12.40], "de_lowest_kcal_mol": 0.0}